{
  "formula": "C3H5HoO3",
  "method": "ωB97M-V/def2-TZVPD",
  "species": ["H", "C", "C", "O", "C", "O", "H", "H", "H", "Ho", "O", "H"],
  "xyz": [[-1.6709, -0.0866, 1.2687], [-1.6072, -0.6540, 0.3319], [-0.3709, -0.5982, -0.5804], [0.8726, -0.4407, 0.1218], [1.3953, 0.7304, 0.2789], [2.6290, 0.6203, 0.6103], [-1.6011, -1.6371, 0.8150], [-1.7017, -1.3381, -0.8333], [3.1675, 1.3534, 0.2788], [0.1593, 2.7539, -0.4798], [-1.1050, 0.8165, -0.6490], [-0.1670, -1.5198, -1.1629]],
  "s2": 8.7592,
  "de_lowest_kj_mol": 485.14,
  "orbital_gap_ha": [0.295, 0.222],
  "spin_multiplicity": 6,
  "charge": 3
}